Entry 1:
C4H6O | wB97M-V/def2-TZVPD

Computed properties:
E_HOMO: -8.427 eV
maximum force: 0.60 eV/Å
E_LUMO: 0.92 eV
relative energy (zero: lowest compared OMol25 entry of this formula, charge and spin): 94.1 kcal per mole
gap between HOMO and LUMO: 9.3459 eV

```
11
Properties=species:S:1:pos:R:3:forces:R:3
C -1.205601 0.486794 -0.311541 0.35 -0.02 -0.12
C -0.647593 0.764963 -1.333527 -0.21 -0.04 0.14
C -1.824034 0.137264 0.946754 -0.14 -0.07 0.20
C 2.599916 -1.189389 0.147344 -0.58 0.15 0.02
O 2.252547 -0.125316 -0.529659 0.27 -0.15 0.07
H -2.905623 0.224415 0.858776 -0.04 -0.02 0.11
H -1.472739 0.809589 1.727917 -0.07 -0.04 0.09
H -1.569262 -0.887570 1.216318 -0.04 0.03 0.06
H -0.215312 1.014197 -2.257540 0.24 0.15 -0.50
H 3.704168 -1.274114 0.015638 -0.12 0.29 -0.19
H 1.283532 0.039167 -0.480480 0.34 -0.29 0.12
```
Forces are in eV/Å.

Atom charges from the natural (NBO) analysis, given in e for atoms 1 to 2: atom 1 (C): 0.05, atom 2 (C): -0.32

Entry 2:
C25H20N3O3RhSeSi | wB97M-V/def2-TZVPD

Computed properties:
E_HOMO (alpha / beta): -7.662 / -7.662 eV
maximum force: 0.66 eV/Å
E_LUMO (alpha / beta): -1.79 / -1.79 eV
relative energy (zero: lowest compared OMol25 entry of this formula, charge and spin): 7.2 kcal per mole
gap between HOMO and LUMO (alpha / beta): 5.8712 / 5.8730 eV

```
54
Properties=species:S:1:pos:R:3:forces:R:3
Rh 1.644775 0.070099 2.340194 0.12 -0.01 -0.26
O 1.433801 -1.784543 2.884536 0.05 -0.22 0.13
N 1.428956 -2.591513 1.882642 -0.05 -0.07 0.08
N 1.593566 -2.066078 0.765182 -0.05 0.05 -0.13
O 1.773721 -0.737037 0.601728 -0.05 0.02 0.12
C 1.509391 -2.834121 -0.448907 0.03 -0.02 -0.01
C 1.403065 -2.146480 -1.644834 -0.04 -0.01 0.02
C 1.269101 -2.880544 -2.813338 0.01 0.00 0.01
C 1.246349 -4.265536 -2.773673 0.00 -0.01 -0.02
C 1.364505 -4.930514 -1.559954 0.00 0.00 0.01
C 1.498991 -4.219099 -0.380706 0.02 0.02 -0.01
H 1.402407 -1.066888 -1.655162 0.00 0.00 0.00
H 1.176369 -2.360442 -3.757105 -0.01 0.00 0.00
H 1.139962 -4.831259 -3.689673 0.00 0.00 0.00
H 1.355612 -6.011550 -1.528604 0.00 0.00 0.00
H 1.594156 -4.722415 0.569825 0.00 0.01 0.01
O -0.321421 0.284396 2.302961 -0.03 0.11 0.08
Si -0.873089 1.036300 0.967352 -0.15 -0.29 -0.05
C -2.251087 2.264846 1.222358 0.04 0.01 0.07
C -1.981590 3.610075 1.486814 -0.01 -0.01 0.00
C -3.009159 4.519101 1.693625 0.01 0.00 0.00
C -4.329013 4.093331 1.640532 0.00 -0.01 0.00
C -4.617977 2.761458 1.377311 0.01 0.00 0.00
C -3.586384 1.857928 1.167262 0.00 0.02 0.00
C -1.459328 -0.273138 -0.248517 0.00 0.04 0.02
C -1.798055 -0.003711 -1.577408 0.01 0.03 -0.02
C -2.212033 -1.012596 -2.434894 0.00 -0.02 0.01
C -2.316142 -2.318334 -1.971340 0.01 0.02 0.01
C -2.016629 -2.603557 -0.647597 0.03 0.01 -0.02
C -1.589470 -1.589919 0.201243 0.01 0.01 0.12
C 0.671593 1.918353 0.330868 -0.15 0.12 -0.24
C 0.950563 2.198353 -1.006319 0.06 -0.04 0.02
C 2.193129 2.684895 -1.390346 0.00 -0.03 0.07
C 3.205926 2.881783 -0.454144 0.05 -0.03 -0.01
C 2.961894 2.610934 0.878130 0.00 0.04 -0.19
C 1.696818 2.153638 1.253914 0.35 0.27 0.49
H -0.953907 3.957484 1.523547 -0.01 0.00 0.00
H -2.781858 5.558509 1.893983 0.00 0.00 0.00
H -5.132860 4.800631 1.800652 0.00 0.00 0.00
H -5.647069 2.428175 1.332950 0.00 0.00 0.00
H -3.823243 0.822062 0.951449 0.00 -0.01 0.00
H -1.754623 1.013596 -1.954321 -0.02 -0.02 0.01
H -2.464121 -0.780047 -3.462091 0.00 0.00 0.00
H -2.640263 -3.107358 -2.638222 0.00 0.00 0.00
H -2.109887 -3.616451 -0.276285 -0.01 -0.01 0.01
H -1.366904 -1.816465 1.242273 0.01 0.02 -0.12
H 0.201030 2.011779 -1.766460 0.04 0.03 0.03
H 2.384366 2.894423 -2.435487 0.01 0.00 0.00
H 4.179309 3.232779 -0.769280 -0.01 0.00 -0.01
H 3.732674 2.740504 1.625768 0.00 0.01 -0.01
H 1.498266 2.187815 2.346688 -0.20 0.00 -0.26
Se 6.214916 -1.380710 2.080002 0.05 0.02 -0.02
C 4.668156 -0.586894 2.361075 -0.07 -0.01 0.02
N 3.642748 -0.056048 2.559805 -0.04 -0.06 0.06
```
Forces are in eV/Å.

Atom charges from the natural (NBO) analysis, given in e for atoms 1 to 2: atom 1 (Rh): 1.33, atom 2 (O): -0.39

Entry 3:
C4H8F3N | wB97M-V/def2-TZVPD

Computed properties:
E_HOMO: -9.588 eV
maximum force: 4.72 eV/Å
E_LUMO: 0.84 eV
relative energy (zero: lowest compared OMol25 entry of this formula, charge and spin): 75.2 kcal per mole
gap between HOMO and LUMO: 10.4259 eV

```
16
Properties=species:S:1:pos:R:3:forces:R:3
C -0.919866 1.322212 1.450902 1.71 0.14 -0.11
C 0.247070 1.473250 0.870419 1.32 0.79 -1.43
F 1.488787 1.206542 1.247709 -0.65 -0.30 1.27
F 0.435647 2.048214 -0.321512 -0.89 -0.19 -0.28
H -1.756236 1.575922 0.855107 -0.88 0.32 0.13
H -0.852049 1.017346 2.462108 -0.67 -0.49 0.70
C -0.670108 -1.607662 -0.261277 2.94 -3.50 -1.15
N 0.426207 -0.995288 -0.209183 -0.31 -0.06 -0.98
C 1.642760 -1.576608 -0.646929 -1.21 0.50 1.32
H -1.404033 -1.109261 0.182000 -3.77 1.85 1.56
H -0.836688 -2.721464 -0.546857 0.43 1.78 0.10
H 2.188647 -0.996288 -1.267619 1.05 2.52 -2.62
H 2.276903 -1.485955 0.159110 1.49 -0.53 2.32
H 1.682685 -2.512316 -1.060745 -0.56 -2.80 -0.76
F -2.172710 2.584199 -1.449181 -0.88 1.44 0.03
H -1.777017 1.777155 -1.464050 0.89 -1.44 -0.10
```
Forces are in eV/Å.

Atom charges from the natural (NBO) analysis, given in e for atoms 1 to 2: atom 1 (C): -0.64, atom 2 (C): 0.80

Entry 4:
C19H19ClN4O3S | wB97M-V/def2-TZVPD

Computed properties:
E_HOMO: -8.593 eV
maximum force: 1.18 eV/Å
E_LUMO: -0.21 eV
relative energy (zero: lowest compared OMol25 entry of this formula, charge and spin): 25.2 kcal per mole
gap between HOMO and LUMO: 8.3795 eV

```
47
Properties=species:S:1:pos:R:3:forces:R:3
O 1.472370 -2.045166 1.297990 -0.17 -0.28 0.10
C 1.957667 -0.952099 1.067924 0.23 0.33 -0.04
N 2.952137 -0.773826 0.168005 0.22 0.10 -0.09
C 3.438675 -1.888300 -0.631302 -0.11 -0.16 0.12
C 2.465666 -2.253566 -1.703995 0.05 -0.04 -0.02
N 2.605571 -1.996990 -2.971882 0.62 0.24 0.09
C 1.467161 -2.478192 -3.570557 -0.60 -0.32 0.41
C 1.082426 -2.480138 -4.906776 -0.01 -0.02 0.09
C -0.140078 -3.035721 -5.218585 0.03 0.04 -0.21
C -0.972672 -3.580400 -4.237671 -0.10 -0.06 0.09
C -0.611556 -3.591159 -2.905900 -0.09 -0.05 0.10
C 0.616635 -3.035990 -2.583904 0.15 0.16 -0.69
N 1.290344 -2.879952 -1.402357 0.03 -0.08 0.13
C 1.489954 0.283852 1.763144 -0.26 0.19 0.24
C 2.294220 1.403452 1.967480 -0.18 -0.17 -0.04
C 1.793580 2.510774 2.623891 -0.23 0.09 0.06
C 0.473331 2.526257 3.067191 0.20 -0.08 -0.04
Cl -0.119220 3.924063 3.863181 0.31 0.50 0.06
C -0.330862 1.411966 2.876585 -0.66 -0.03 0.25
S -2.065601 1.303477 3.411385 -0.40 0.10 0.12
O -2.355134 -0.090256 3.536826 0.19 -0.20 -0.33
O -2.273075 2.160027 4.535334 0.10 0.08 -0.19
N -3.005687 1.874453 2.166806 0.41 -0.46 1.01
C -2.928984 1.148148 0.918515 0.07 -0.45 -0.52
C -1.956536 1.941454 0.026361 -0.05 -0.04 -0.09
C -1.946774 3.358991 0.628677 -0.06 0.06 0.00
C -2.903532 3.277427 1.832736 0.07 0.70 0.03
C 0.186147 0.296356 2.248431 0.24 -0.24 -0.12
H 3.179315 0.153858 -0.149637 -0.10 -0.02 0.06
H 4.389719 -1.611153 -1.083419 -0.10 -0.07 0.02
H 3.575022 -2.740475 0.041722 0.12 0.12 -0.10
H 1.726430 -2.059996 -5.662368 0.08 0.05 -0.10
H -0.468381 -3.053836 -6.247338 -0.02 0.00 -0.08
H -1.921422 -4.004044 -4.531894 -0.07 -0.04 -0.01
H -1.253498 -4.012966 -2.147440 -0.10 -0.06 0.04
H 0.988950 -3.109003 -0.465358 0.06 0.08 -0.05
H 3.326034 1.405771 1.649328 0.10 0.01 -0.03
H 2.415606 3.373619 2.800619 0.04 0.08 0.03
H -2.617040 0.126182 1.120861 -0.11 -0.08 -0.18
H -3.929687 1.129405 0.476873 0.07 -0.06 0.05
H -2.293005 1.942309 -1.008533 0.05 -0.05 -0.03
H -0.959981 1.500842 0.056859 -0.03 0.01 -0.06
H -0.943793 3.637100 0.950669 -0.01 0.05 -0.02
H -2.289043 4.104762 -0.086029 0.06 0.06 0.00
H -2.568049 3.829576 2.707271 -0.10 0.14 -0.09
H -3.901324 3.632060 1.557822 0.06 -0.03 0.05
H -0.432022 -0.582954 2.152462 0.00 -0.12 -0.05
```
Forces are in eV/Å.

Atom charges from the natural (NBO) analysis, given in e for atoms 1 to 2: atom 1 (O): -0.64, atom 2 (C): 0.65

Entry 5:
C3H8Cl2N2 | wB97M-V/def2-TZVPD

Computed properties:
E_HOMO: -9.723 eV
maximum force: 6.52 eV/Å
E_LUMO: 0.60 eV
relative energy (zero: lowest compared OMol25 entry of this formula, charge and spin): 54.9 kcal per mole
gap between HOMO and LUMO: 10.3245 eV

```
15
Properties=species:S:1:pos:R:3:forces:R:3
C -0.346343 1.246098 0.368138 -3.04 -3.50 0.18
C -1.614684 0.648418 -0.329169 -0.17 -1.32 0.38
C 1.015715 0.804933 0.049311 0.64 2.70 -0.54
N 0.877468 -2.353673 0.399592 1.33 -4.96 -4.03
N 1.377092 0.085422 -0.867986 1.48 -1.67 -1.70
Cl -3.172028 1.111819 0.596792 1.39 -0.18 -0.56
Cl 2.153629 2.032856 0.737386 0.10 -0.45 0.41
H -0.655723 0.956745 1.347842 0.69 0.64 1.40
H -0.474844 2.236486 0.164108 0.27 2.93 0.18
H -1.773102 0.991906 -1.308504 -0.14 0.85 -1.21
H -1.677967 -0.444139 -0.433436 0.36 0.32 0.54
H 0.198065 -2.155201 1.109473 -0.80 -0.21 -0.44
H 0.953447 -1.751567 -0.419325 -0.68 0.40 1.00
H 2.399769 0.026616 -1.111137 -1.39 0.33 0.69
H 0.739504 -3.436718 -0.303081 -0.05 4.11 3.70
```
Forces are in eV/Å.

Atom charges from the natural (NBO) analysis, given in e for atoms 1 to 2: atom 1 (C): -0.52, atom 2 (C): -0.30

Entry 6:
C18H45GaNOP | wB97M-V/def2-TZVPD

Computed properties:
E_HOMO: -5.514 eV
maximum force: 0.60 eV/Å
E_LUMO: -0.69 eV
gap between HOMO and LUMO: 4.8268 eV

```
67
Properties=species:S:1:pos:R:3:forces:R:3
N 7.471939 3.391612 -2.075976 -0.11 0.11 0.07
Ga 5.969960 4.605133 -1.869407 0.06 0.14 -0.09
C 4.237255 3.761786 -2.610151 -0.13 0.15 0.27
C 3.619711 2.765657 -1.648142 0.31 -0.15 -0.11
O 3.002732 3.402998 -0.525507 -0.39 -0.46 0.05
H 7.578316 2.802261 -1.259847 0.03 -0.11 -0.03
H 7.425248 2.782467 -2.883235 0.01 -0.06 -0.02
H 5.763877 4.827239 -0.280665 -0.01 0.00 0.01
H 6.240734 5.993230 -2.650556 -0.02 -0.07 -0.02
H 3.499980 4.558706 -2.780694 -0.10 0.00 -0.16
H 4.387289 3.275213 -3.576404 0.15 0.01 -0.10
H 4.409230 2.110239 -1.259990 -0.05 -0.11 0.07
H 2.871606 2.117560 -2.134495 -0.16 0.00 0.07
H 3.032976 4.340888 -0.708073 0.20 0.34 0.07
C 2.652667 -1.567159 -0.646803 -0.05 0.03 -0.03
C 1.610044 -2.547650 -0.122493 0.04 0.09 -0.02
C 0.367448 -2.622480 -1.009960 -0.02 -0.04 0.10
C -0.584240 -1.416408 -0.942334 0.13 0.02 -0.25
P -1.719716 -1.346948 0.459070 -0.02 -0.03 0.00
C -2.505947 -2.977327 0.566077 -0.03 -0.12 -0.03
C -3.121622 -3.612239 -0.690332 -0.01 0.01 -0.04
C -4.447754 -3.048068 -1.208175 -0.03 0.02 0.04
C -5.538325 -2.903353 -0.151464 0.03 -0.01 -0.03
C -3.012025 -0.153955 0.049281 -0.11 0.24 -0.12
C -2.712276 1.338830 -0.181675 0.08 -0.03 0.03
C -2.356646 2.189522 1.035667 -0.04 -0.07 0.04
C -3.297686 2.023067 2.224257 0.03 0.01 -0.03
C -1.011268 -1.213335 2.120493 0.17 0.03 0.35
C -0.227162 0.000671 2.653580 -0.14 0.10 -0.17
C 0.805110 0.641513 1.711329 0.16 0.04 0.19
C 2.250379 0.346151 2.097333 0.03 -0.02 -0.09
H 2.254938 -0.555863 -0.751923 0.03 0.02 0.00
H 3.509962 -1.506814 0.020237 0.02 0.00 0.00
H 3.015351 -1.879041 -1.626560 -0.01 -0.01 -0.03
H 1.339458 -2.286229 0.905088 -0.03 0.00 -0.02
H 2.049399 -3.545573 -0.073469 0.00 -0.02 0.01
H -0.190407 -3.538501 -0.801041 0.00 0.01 0.00
H 0.693878 -2.703294 -2.048475 0.00 -0.02 -0.03
H -1.259710 -1.451585 -1.805251 -0.05 0.01 0.04
H -0.046108 -0.472728 -1.042807 0.00 0.00 0.08
H -3.224385 -2.935526 1.388123 -0.03 0.05 -0.03
H -1.706386 -3.635867 0.917748 0.02 0.03 0.03
H -3.275054 -4.665614 -0.445543 0.00 -0.02 0.02
H -2.389146 -3.602682 -1.500879 0.00 -0.02 0.00
H -4.800286 -3.732735 -1.981418 0.00 0.02 -0.04
H -4.294387 -2.097536 -1.723670 0.02 0.00 0.04
H -5.852382 -3.878044 0.224939 0.03 -0.01 0.03
H -6.415768 -2.412896 -0.570588 -0.03 -0.03 -0.01
H -5.217424 -2.307415 0.704962 -0.01 0.03 -0.02
H -3.825692 -0.293083 0.764993 0.06 0.00 0.08
H -3.389224 -0.541212 -0.900552 -0.02 -0.08 0.06
H -3.617994 1.744687 -0.637418 -0.03 -0.02 -0.03
H -1.927792 1.440593 -0.935250 0.01 0.00 -0.01
H -2.368841 3.232603 0.716356 0.03 0.01 -0.01
H -1.329090 1.995275 1.334801 0.00 -0.04 0.02
H -4.300461 2.386614 1.993349 -0.02 -0.03 -0.02
H -2.932668 2.586033 3.082787 -0.02 0.04 0.00
H -3.388647 0.981196 2.543662 0.02 0.01 0.01
H -0.410005 -2.121891 2.222954 0.03 0.00 -0.14
H -1.875016 -1.381068 2.775126 -0.03 -0.03 -0.06
H 0.276964 -0.343088 3.558365 0.01 -0.02 0.01
H -0.943137 0.746540 2.996466 -0.06 0.00 -0.07
H 0.681106 1.724116 1.725050 0.02 0.02 -0.06
H 0.633793 0.342087 0.676858 -0.01 0.00 0.01
H 2.497764 0.831129 3.041681 -0.01 -0.02 0.03
H 2.928385 0.736250 1.339672 0.04 0.04 0.04
H 2.437184 -0.724661 2.210914 -0.02 0.00 -0.01
```
Forces are in eV/Å.

Atom charges from the natural (NBO) analysis, given in e for atoms 1 to 2: atom 1 (N): -1.32, atom 2 (Ga): 0.98

Entry 7:
C5H11N | wB97M-V/def2-TZVPD

Computed properties:
E_HOMO: -7.450 eV
maximum force: 0.30 eV/Å
E_LUMO: 0.89 eV
relative energy (zero: lowest compared OMol25 entry of this formula, charge and spin): 125.4 kcal per mole
gap between HOMO and LUMO: 8.3433 eV

```
17
Properties=species:S:1:pos:R:3:forces:R:3
C 1.759345 0.453412 -0.637529 0.25 -0.05 -0.04
N 1.179551 -0.343197 0.346503 -0.27 -0.04 -0.13
C 0.569987 0.116573 1.595569 0.01 0.17 0.25
C -0.106884 -0.597292 0.505311 0.17 -0.14 -0.01
C -0.888064 1.154122 -0.873457 -0.19 0.04 -0.06
C -1.086768 -1.661851 0.197580 -0.02 0.05 -0.06
H 1.943989 -0.089799 -1.567318 -0.05 0.09 0.10
H 0.460785 1.066892 -0.823264 -0.06 0.01 0.02
H 2.631929 1.005840 -0.286608 -0.11 -0.07 -0.04
H 0.363677 1.187931 1.686380 0.01 -0.14 -0.04
H 0.952388 -0.363095 2.497878 -0.07 0.05 -0.15
H -1.615567 1.223266 -0.057806 0.11 -0.02 -0.09
H -1.285442 0.488096 -1.647025 0.05 0.07 0.13
H -0.834750 2.161666 -1.310662 0.04 -0.15 0.06
H -2.073331 -1.362439 0.563822 0.13 -0.03 -0.07
H -1.155618 -1.836298 -0.880272 0.04 0.02 0.15
H -0.815224 -2.603827 0.690906 -0.03 0.14 -0.03
```
Forces are in eV/Å.

Atom charges from the natural (NBO) analysis, given in e for atoms 1 to 2: atom 1 (C): -0.43, atom 2 (N): -0.30

Entry 8:
C9H14 | wB97M-V/def2-TZVPD

Computed properties:
E_HOMO: -9.080 eV
maximum force: 3.88 eV/Å
E_LUMO: 0.98 eV
relative energy (zero: lowest compared OMol25 entry of this formula, charge and spin): 51.3 kcal per mole
gap between HOMO and LUMO: 10.0578 eV

```
23
Properties=species:S:1:pos:R:3:forces:R:3
C -2.636170 -0.695689 1.602713 -0.88 -1.75 0.17
C -1.270437 -0.068594 1.584234 -0.87 1.85 2.33
C -1.154651 1.261934 2.073718 0.09 1.43 0.30
C 0.092978 1.961578 2.127508 -0.87 -1.24 -1.48
C 1.224444 1.284914 1.606754 0.39 -0.16 1.39
C 1.141528 -0.087188 1.327677 1.41 0.82 -1.63
C -0.107274 -0.713650 1.281673 1.64 0.97 -0.52
H -2.964814 -0.801041 0.580454 0.16 -1.04 -0.68
H -3.457117 -0.045781 1.878229 0.31 0.59 0.96
H -2.794598 -1.700560 2.212865 0.71 2.05 -1.45
H -2.079974 1.875188 2.366576 1.36 -1.28 -0.39
H 0.089593 3.032507 2.365139 0.18 -0.58 0.05
H 2.231447 1.742105 1.536875 -0.89 -0.01 0.10
H 2.105134 -0.564328 0.846269 -2.21 0.63 1.24
H -0.065156 -1.582652 0.723956 -0.52 -2.29 -0.43
C 1.058593 -1.343690 -2.997285 -3.51 -0.93 -1.37
C 1.415940 0.124171 -2.925334 1.17 1.95 -1.18
H 1.840848 -1.984251 -3.229701 1.77 -1.45 0.77
H 0.300709 -1.688209 -2.195484 1.88 0.51 -0.72
H 0.404350 -1.654465 -3.926229 0.94 1.32 1.25
H 2.435273 0.606799 -3.310340 -1.61 -2.08 0.36
H 0.701035 0.588317 -3.667278 0.37 0.48 1.77
H 1.488324 0.452596 -1.862997 -1.04 0.21 -0.84
```
Forces are in eV/Å.

Atom charges from the natural (NBO) analysis, given in e for atoms 1 to 2: atom 1 (C): -0.64, atom 2 (C): -0.03